{"formula": "C37H21Cl5F3N7O11S2W", "method": "the ωB97M-V functional and the def2-TZVPD basis", "lumo_ev": -2.0, "max_force_ha_per_bohr": 0.029, "gap_ev": 6.6, "homo_energy_ha": -0.3155, "energy_ev": -165928.4066, "symbols": ["W", "O", "C", "O", "C", "C", "Cl", "N", "N", "C", "C", "O", "O", "C", "C", "C", "C", "C", "C", "H", "H", "H", "H", "H", "H", "O", "C", "C", "C", "C", "C", "C", "C", "N", "C", "C", "N", "H", "H", "H", "H", "H", "H", "H", "Cl", "C", "C", "Cl", "C", "Cl", "C", "O", "C", "O", "C", "Cl", "F", "C", "F", "F", "C", "O", "O", "N", "C", "C", "C", "C", "C", "C", "S", "O", "O", "N", "C", "S", "C", "C", "N", "H", "H", "H", "H", "H", "H", "H", "H"], "coordinates": [[0.250454, 0.937778, -1.135702], [-5.310123, 2.409483, 1.133104], [-5.236490, 1.126573, 1.469546], [-6.160521, 0.555481, 1.983202], [-3.950492, 0.416104, 1.199387], [-3.685997, -0.900554, 1.542559], [-4.645957, -2.027236, 2.369380], [-2.415533, -1.192852, 1.166798], [-1.832040, -0.128995, 0.607434], [-2.732580, 0.829868, 0.612392], [-2.314595, 2.127602, 0.054380], [-2.984384, 3.129354, 0.081028], [-1.108943, 2.123272, -0.534127], [-1.735049, -2.446650, 1.275176], [-0.523965, -2.492420, 1.941519], [0.101183, -3.717670, 2.109802], [-0.481450, -4.873070, 1.609284], [-1.679506, -4.802876, 0.910281], [-2.312271, -3.583140, 0.731744], [-4.474883, 2.749469, 0.727854], [-0.084143, -1.576957, 2.315489], [1.046968, -3.765011, 2.631014], [0.010342, -5.826146, 1.740361], [-2.117631, -5.696078, 0.487367], [-3.240540, -3.517160, 0.180863], [1.437592, 0.560655, -2.560947], [2.477221, 1.070972, -3.220076], [3.047762, 0.282806, -4.223291], [4.148487, 0.742756, -4.913104], [4.693005, 1.993698, -4.620492], [4.124744, 2.770558, -3.634791], [3.009139, 2.326685, -2.915939], [2.404771, 3.137827, -1.876235], [1.351288, 2.830537, -1.128345], [1.093782, 3.908138, -0.302413], [2.013547, 4.868678, -0.547578], [2.830660, 4.370293, -1.536854], [2.601976, -0.678814, -4.433714], [4.586131, 0.129976, -5.689097], [5.550342, 2.357732, -5.167251], [4.556107, 3.741474, -3.429170], [0.261627, 3.914044, 0.377920], [2.151126, 5.845146, -0.123918], [3.604813, 4.853879, -1.960152], [0.491207, -5.787371, -2.074561], [-0.042244, -4.153411, -2.017483], [-1.269786, -3.798292, -2.593841], [-2.275945, -5.011752, -3.281922], [-1.694217, -2.471702, -2.601175], [-3.195823, -1.990921, -3.267360], [-0.861520, -1.522113, -2.019928], [-1.071598, -0.194993, -1.985695], [0.276641, -1.894307, -1.326799], [0.831717, -0.894611, -0.656436], [0.740764, -3.203222, -1.373025], [2.250659, -3.573591, -0.640171], [-3.337641, 3.040057, -4.169809], [-2.607872, 2.012447, -3.729388], [-3.033609, 1.735391, -2.483813], [-2.894913, 0.954004, -4.498132], [-1.095731, 2.336114, -3.844229], [-0.750462, 2.839828, -4.886198], [-0.317860, 2.113837, -2.845321], [-1.329510, -2.382699, 6.090896], [-0.910793, -1.371779, 5.264672], [0.455104, -1.120738, 5.080077], [0.877043, -0.139614, 4.207881], [-0.054260, 0.599693, 3.483504], [-1.411740, 0.393021, 3.699635], [-1.837927, -0.584726, 4.575857], [0.456744, 1.854858, 2.365272], [-0.713642, 2.606804, 2.017501], [1.581106, 2.532331, 2.948768], [1.013164, 1.096583, 0.990227], [2.381580, 0.881790, 0.913235], [3.589933, 0.812685, 2.155919], [4.764615, 0.422405, 0.957331], [4.198855, 0.399697, -0.269268], [2.855487, 0.661051, -0.272974], [-0.675774, -2.770712, 6.747888], [-2.294796, -2.404217, 6.370626], [1.183214, -1.701592, 5.630883], [1.932712, 0.049236, 4.096352], [-2.131519, 1.009670, 3.183445], [-2.897547, -0.742663, 4.732385], [5.795685, 0.275430, 1.222290], [4.704549, 0.202916, -1.201780]], "forces_ev_per_a": [[1.152, -0.132, -0.933], [0.069, -0.123, -0.010], [0.000, 0.188, -0.037], [-0.042, -0.080, 0.038], [0.089, -0.131, 0.031], [-0.049, 0.080, 0.037], [0.028, 0.002, -0.043], [-0.233, 0.088, -0.159], [0.117, -0.209, 0.088], [-0.022, 0.073, 0.016], [0.200, 0.306, -0.304], [0.141, -0.182, 0.052], [-0.634, -0.249, 0.717], [-0.006, -0.031, 0.061], [0.037, 0.034, 0.048], [-0.018, 0.027, -0.035], [-0.028, 0.044, -0.079], [0.062, -0.002, -0.023], [0.002, 0.001, 0.044], [-0.063, -0.012, 0.053], [-0.025, -0.075, -0.026], [0.039, -0.001, 0.015], [0.020, -0.054, 0.007], [-0.012, -0.041, -0.010], [-0.044, 0.023, -0.003], [0.443, -0.387, -0.028], [-0.200, 0.041, -0.081], [-0.010, 0.140, 0.069], [-0.019, 0.034, 0.020], [-0.037, -0.040, 0.010], [-0.028, -0.059, 0.000], [-0.002, -0.122, 0.028], [-0.050, 0.104, -0.100], [0.204, 0.102, 0.217], [-0.008, 0.098, -0.041], [-0.100, -0.075, 0.000], [-0.006, -0.072, -0.055], [-0.014, -0.025, -0.001], [0.014, -0.006, -0.016], [0.028, 0.005, -0.017], [0.018, 0.016, 0.013], [0.034, -0.017, 0.019], [-0.001, 0.025, 0.024], [-0.093, -0.061, 0.031], [0.008, 0.002, 0.023], [0.000, -0.035, 0.023], [-0.008, 0.011, 0.023], [-0.007, 0.004, -0.008], [0.141, 0.090, -0.072], [0.010, 0.032, 0.002], [-0.267, 0.144, 0.118], [-0.066, -0.005, -0.037], [-0.012, -0.040, -0.003], [-0.483, 0.305, 0.054], [0.019, 0.069, 0.147], [-0.043, -0.004, 0.007], [0.028, 0.037, 0.036], [-0.091, -0.055, -0.009], [0.056, -0.040, -0.083], [-0.036, -0.127, -0.029], [0.014, 0.235, -0.091], [-0.017, -0.080, -0.014], [-0.056, -0.137, 0.368], [-0.028, -0.081, 0.007], [0.022, 0.000, 0.055], [-0.012, 0.026, -0.039], [-0.033, -0.025, -0.014], [-0.047, 0.071, 0.063], [0.031, -0.057, 0.010], [0.000, 0.063, -0.072], [0.007, -0.124, -0.067], [-0.010, 0.016, 0.109], [-0.100, -0.032, 0.090], [-0.040, 0.343, -0.141], [-0.003, -0.052, 0.003], [0.024, 0.014, -0.139], [-0.024, -0.045, -0.026], [0.012, -0.073, 0.130], [-0.101, 0.229, -0.035], [-0.025, 0.026, -0.008], [0.041, 0.011, 0.004], [0.035, -0.013, 0.025], [0.072, 0.028, -0.003], [-0.046, 0.038, -0.017], [-0.037, 0.001, -0.002], [0.086, -0.015, 0.012], [0.031, 0.003, -0.034]], "lowdin_charge": [2.135, 0.140, -0.492, 0.091, -0.032, -0.573, 0.840, -0.035, 0.162, -0.152, -0.470, 0.153, -0.226, -0.202, -0.002, -0.072, -0.076, -0.067, -0.036, 0.068, 0.097, 0.110, 0.109, 0.113, 0.119, -0.220, -0.272, 0.022, -0.059, -0.074, -0.019, -0.080, -0.229, -0.031, -0.069, -0.027, 0.142, 0.127, 0.110, 0.105, 0.106, 0.103, 0.123, 0.155, 0.697, -0.701, -0.705, 0.692, -0.611, 0.774, -0.313, -0.189, -0.350, -0.208, -0.605, 0.748, 0.165, -0.537, 0.140, 0.133, -0.487, 0.129, -0.127, 0.124, -0.315, -0.023, -0.071, -0.300, -0.061, -0.016, 0.626, -0.280, -0.323, -0.217, -0.691, 1.098, -0.378, -0.205, -0.004, 0.097, 0.099, 0.116, 0.069, 0.109, 0.111, 0.063, 0.115]}